Entry from the OMol25 dataset: a structure of composition C41H41AlOP2SSi (ωB97M-V/def2-TZVPD).

Element x y z (Å)
S  -3.3361  -0.3298  -2.8239
P  2.0230  -0.4069  -1.0807
P  -0.5744  -0.1151  1.1624
Si  -0.1914  2.3363  -0.9480
Al  -0.3856  -0.0760  -1.3267
O  -1.9144  -0.3718  -2.0663
C  0.4734  -1.4162  4.9073
C  -3.4645  -3.6657  1.2826
C  -2.0776  3.6654  0.8217
C  3.2979  -1.2322  1.3394
C  3.3714  -3.5519  1.9728
C  3.8783  1.4504  -0.3535
C  -0.1249  -1.3588  3.6608
C  -1.3476  2.5125  0.5551
C  4.3782  2.6554  0.1054
C  3.4964  3.6777  0.4202
C  -3.1822  -1.2913  1.5799
C  -3.8380  1.3990  -2.4394
C  -1.3489  -2.6523  0.8131
C  -2.1428  -3.7810  0.8744
C  3.0876  -0.6141  -2.5342
C  -4.5115  -2.6954  -2.0350
C  1.2158  0.5803  3.1274
C  -4.0086  2.2022  -3.7163
C  1.6157  2.3313  -0.3311
C  2.3107  -2.9156  -0.0785
C  3.6766  -2.2242  2.2303
C  4.6860  -0.6353  -4.7906
C  4.2258  -1.4104  -2.5626
C  -4.4519  -1.2212  -1.6838
C  -2.8667  3.7705  1.9556
C  2.1418  3.5124  0.1869
C  1.4345  -0.4858  5.2636
C  1.8101  0.5087  4.3730
C  -2.1984  1.5731  2.6258
C  2.5072  1.2695  -0.5425
C  2.6897  -3.8995  0.8154
C  -1.4461  1.4506  1.4612
C  0.2409  -0.3508  2.7758
C  -2.9175  2.7292  2.8686
C  -0.5346  3.7157  -2.2171
C  -1.8532  -1.4060  1.1929
C  2.6238  -1.5769  0.1737
C  5.0225  -1.4155  -3.6963
C  2.7373  0.1528  -3.6434
C  -3.9810  -2.4264  1.6279
C  3.5393  0.1458  -4.7675
H  5.4432  2.7974  0.2174
H  4.2188  -1.9634  3.1272
H  3.2794  0.7439  -5.6265
H  3.6681  -4.3203  2.6703
H  0.1713  -2.1832  5.6037
H  -4.1015  -1.0658  -0.6631
H  1.8758  -0.5272  6.2461
H  -4.2426  3.2326  -3.4583
H  -5.2586  -3.1918  -1.4176
H  -3.1041  2.2086  -4.3201
H  -3.5936  -0.3366  1.8722
H  -3.4292  4.6719  2.1388
H  1.4695  4.3299  0.3996
H  3.5415  -0.2012  1.5491
H  -0.8818  -2.0832  3.3942
H  -0.0606  3.4953  -3.1675
H  -5.4318  -0.7647  -1.8161
H  5.3181  -0.6335  -5.6651
H  5.9105  -2.0278  -3.7248
H  1.7863  -3.1698  -0.9946
H  1.8339  0.7580  -3.5976
H  -5.0045  -2.3404  1.9616
H  -4.8049  -2.8287  -3.0734
H  2.4608  -4.9357  0.6124
H  -3.0480  1.8102  -1.8132
H  -1.5980  3.8270  -2.4034
H  -2.1974  0.7716  3.3534
H  4.4876  -2.0156  -1.7063
H  -0.1625  4.6777  -1.8816
H  -4.0843  -4.5456  1.3460
H  2.5549  1.2352  4.6584
H  4.5589  0.6422  -0.5930
H  -0.3008  -2.7298  0.5277
H  3.8659  4.6128  0.8130
H  -4.7701  1.3814  -1.8774
H  -3.5119  2.8162  3.7646
H  -4.8323  1.8136  -4.3107
H  -2.0225  4.4971  0.1361
H  -1.7280  -4.7455  0.6223
H  -3.5542  -3.1885  -1.8739
H  1.4890  1.3656  2.4320

Properties
Orbital gap (Eh): 0.2652
Multiplicity: 1
Largest force on an atom (eV Å⁻¹): 2.39
E_tot (eV): -89106.3282
Charge: +2

---

Entry from the OMol25 dataset: a structure of composition C41H41CsN8O3S2 (ωB97M-V/def2-TZVPD).

Element x y z (Å)
Cs  0.5832  -1.6730  0.7909
S  2.4397  1.1627  0.3888
S  4.6561  1.3969  -1.4846
O  0.7370  6.5484  -0.3699
O  1.3087  -3.4551  -0.8490
O  -1.3448  7.2628  -0.4389
N  0.3773  2.2321  4.5612
N  2.4426  0.2306  -2.2167
N  -2.0248  1.8578  4.3300
N  1.0934  -0.1003  -2.1423
N  -0.6434  0.2306  5.5129
N  -3.1104  -1.6666  0.1371
N  -0.4474  0.4700  3.1031
N  -2.3968  0.9540  -0.2174
C  -3.2656  0.4549  -0.9807
C  -0.6923  -1.5764  -2.6820
C  2.9795  0.8186  -1.2117
C  -4.4303  -1.5622  -1.8512
C  3.0788  1.8087  -4.8955
C  -4.6715  -2.9276  -1.7790
C  -2.3931  4.6566  -0.2344
C  -0.1710  3.8207  -0.6112
C  3.2158  -3.3810  -4.5305
C  2.3724  -2.3482  -4.1349
C  2.7508  -4.4963  -2.4337
C  4.1851  2.1443  -4.1221
C  -0.6573  -3.7480  3.1899
C  0.5806  1.4894  3.3038
C  1.8884  -3.4504  -1.9915
C  2.4443  2.7639  -5.6785
C  -1.7486  1.1278  3.0786
C  2.9064  4.0721  -5.6997
C  -4.1175  -3.6467  -0.7363
C  4.6361  3.4623  -4.1445
C  -1.9959  2.2906  -0.3453
C  -3.6323  -0.9787  -0.8771
C  -1.2099  -5.0819  5.2169
C  -0.6404  2.5241  -0.5576
C  -1.0386  4.9019  -0.4471
C  1.7212  -2.3666  -2.9122
C  -0.5911  6.3236  -0.4724
C  -1.6599  -6.1563  4.4581
C  -0.7358  -3.9305  4.5876
C  -1.9426  0.8967  5.4355
C  0.7779  -1.2752  -2.5354
C  0.3846  1.2609  5.6584
C  -1.5993  -6.0500  3.0734
C  3.3907  -4.4541  -3.6560
C  -3.3485  -2.9676  0.2077
C  -0.4202  -0.4652  4.2314
C  4.8665  1.1131  -3.2643
C  -1.1043  -4.8862  2.4830
C  4.0077  4.4189  -4.9266
C  -0.9527  2.8417  4.5101
C  -2.8756  3.3603  -0.1804
H  4.3694  5.4405  -4.9246
H  2.2179  -1.4977  -4.7933
H  1.5743  2.4863  -6.2613
H  2.8972  -5.3301  -1.7558
H  -1.7731  1.8372  2.2492
H  -1.9281  -6.8805  2.4514
H  -0.9831  3.5498  3.6782
H  -1.2772  -0.6792  -2.4832
H  -2.0398  -7.0555  4.9334
H  1.3637  0.7780  5.6925
H  -3.0547  5.5021  -0.1010
H  2.4051  4.8200  -6.3021
H  -1.0214  -2.3879  -2.0264
H  -2.8930  -3.4908  1.0446
H  4.0461  -5.2734  -3.9387
H  3.7243  -3.3479  -5.4863
H  -2.5245  0.3763  2.9197
H  0.8963  3.9319  -0.7782
H  0.5449  -0.9749  4.2578
H  5.4780  3.7405  -3.5199
H  -1.0458  -4.8912  1.3905
H  -3.7423  1.0313  -1.7849
H  1.5632  1.0142  3.3239
H  1.2143  5.7122  -0.2927
H  -1.1281  3.3868  5.4430
H  -5.2717  -3.4198  -2.5342
H  4.4915  0.1155  -3.4889
H  -0.8617  -1.9020  -3.7126
H  -0.4119  -3.1239  5.2518
H  -4.2590  -4.7152  -0.6468
H  -1.1777  -1.2351  4.0851
H  -3.9217  3.1662  0.0239
H  -2.7168  0.1382  5.3007
H  -4.8301  -0.9617  -2.6593
H  -1.2319  -5.1401  6.3037
H  0.5627  2.1885  2.4652
H  0.0416  1.6897  -0.6698
H  5.9456  1.1312  -3.4348
H  2.7002  0.7963  -4.8440
H  -2.1271  1.4275  6.3752
H  0.2216  1.7937  6.6010

Properties
Orbital gap (Eh): 0.1862
Multiplicity: 1
Largest force on an atom (eV Å⁻¹): 1.48
E_tot (eV): -83464.1400
Charge: -2

---

Entry from the OMol25 dataset: a structure of composition C41H41F10N6O6PSY (ωB97M-V/def2-TZVPD).

Element x y z (Å)
Y  0.1065  -0.1444  -0.3361
S  1.9628  -3.2132  -1.1124
P  3.2909  0.2252  -0.8573
F  -2.8518  -3.1008  1.4189
F  -1.3795  2.4435  -4.5903
F  -1.0975  -4.8530  -3.4101
F  -0.7313  1.7206  -7.0261
F  1.0076  -0.3236  -7.5238
F  1.5112  -0.8943  -2.8748
F  -1.7959  -6.6334  -1.4765
F  -1.1498  -2.2006  -2.8907
F  2.1183  -1.6446  -5.3877
F  -2.6565  -5.7294  0.9397
O  1.4762  2.6837  2.7962
O  2.0124  -4.2698  -0.1279
O  1.1612  -2.0692  -0.5884
O  0.8953  1.4533  1.1324
O  0.8888  3.6061  0.9389
O  1.5773  -3.6013  -2.4403
N  -2.2082  1.6990  -0.4032
N  -1.6748  0.3691  3.4617
N  0.8450  -1.4835  2.3117
N  1.0856  2.6184  1.6365
N  -0.0361  1.1509  -2.2544
N  -1.9437  -1.1689  -0.4289
C  4.9162  2.3992  2.2219
C  3.6739  -2.6409  -1.2337
C  -3.0760  -0.0054  3.5384
C  5.5002  1.9787  -0.4522
C  4.1290  1.5402  1.4641
C  5.6225  -1.2553  -1.1944
C  -0.4608  1.4525  -4.7043
C  -0.5428  2.4905  -1.9677
C  -3.0027  -0.4845  -1.1720
C  4.4215  1.2987  0.1247
C  -2.2758  -4.8550  -0.0037
C  -0.1566  1.0704  -6.0012
C  6.2927  2.8243  0.3039
C  4.0696  1.1481  -4.8167
C  0.7065  0.0281  -6.2614
C  -0.8583  -0.6793  4.0551
C  6.4409  -2.3405  -1.4384
C  2.9083  2.3132  -2.5832
C  4.0630  0.4682  -3.6039
C  0.9431  -0.2462  -3.9076
C  -2.3339  2.6616  0.6816
C  -2.0279  2.4177  -1.6758
C  -1.8442  -5.3181  -1.2319
C  4.2289  -1.3596  -1.0980
C  3.4817  1.0445  -2.4814
C  1.2553  -0.6457  -5.1831
C  6.0061  3.0290  1.6489
C  -1.9499  -2.5431  -0.7035
C  2.9202  2.9903  -3.7913
C  2.2912  -1.6786  2.2178
C  -3.3650  0.7942  -0.4451
C  3.4972  2.4064  -4.9132
C  0.1064  0.8333  -3.5725
C  4.5063  -3.7341  -1.4893
C  0.5907  -0.7722  3.5866
C  5.8747  -3.5963  -1.5993
C  -2.3480  -3.4945  0.2352
C  -1.5402  -3.0598  -1.9377
C  -1.4402  1.6079  4.1837
C  -1.4861  -4.4116  -2.2142
C  0.2196  -2.8093  2.3330
H  -1.9411  2.4470  3.7057
H  -0.8432  -0.5404  5.1516
H  -1.4468  3.2930  0.7260
H  2.7931  -0.7354  2.0363
H  -0.3799  1.8382  4.2018
H  -2.4924  3.4126  -1.6196
H  -3.8950  -1.1162  -1.2726
H  0.5529  -3.3814  1.4715
H  6.4903  -4.4642  -1.7971
H  2.5270  -2.3782  1.4256
H  7.5125  -2.2006  -1.5037
H  -3.6291  0.5387  0.5815
H  1.0406  0.2217  3.5219
H  -1.3509  -1.6335  3.8948
H  -2.5243  1.8720  -2.4768
H  4.6482  2.5917  3.2526
H  -2.6959  -0.2474  -2.2029
H  -3.2180  3.3060  0.5508
H  4.4828  -0.5284  -3.5480
H  2.4341  2.7639  -1.7169
H  -3.7065  0.8139  3.1920
H  -3.3852  -0.2418  4.5725
H  -2.4261  2.1282  1.6223
H  3.4881  2.9278  -5.8622
H  2.4621  3.9692  -3.8616
H  -0.3149  3.2007  -2.7651
H  -0.0412  2.8694  -1.0714
H  4.5061  0.6788  -5.6897
H  3.2470  1.1080  1.9086
H  6.0866  -0.2860  -1.0721
H  1.1261  -1.3233  4.3803
H  5.6980  1.8658  -1.5113
H  0.5024  -3.3636  3.2444
H  -4.2324  1.2872  -0.9122
H  2.6880  -2.0963  3.1576
H  -0.8578  -2.7253  2.3007
H  4.0547  -4.7121  -1.5875
H  -3.2618  -0.8699  2.9037
H  -1.8053  1.5375  5.2245
H  6.6178  3.7010  2.2380
H  7.1230  3.3413  -0.1608

Properties
Orbital gap (Eh): 0.2751
Multiplicity: 1
Largest force on an atom (eV Å⁻¹): 0.77
E_tot (eV): -112751.5865
Charge: -1

---

Entry from the OMol25 dataset: a structure of composition C41H42As2Br2N3OSSr (ωB97M-V/def2-TZVPD).

Element x y z (Å)
Sr  -0.4179  0.2296  -1.6080
Br  3.2033  0.2252  -5.4163
Br  1.3998  -4.8763  -6.9848
As  -2.0753  -0.4868  1.0497
As  1.6498  -1.2386  0.5125
S  -1.6933  2.9119  -1.3946
O  0.9507  -0.1076  -3.3343
N  -0.8257  -2.0811  -3.0502
N  -1.1310  5.0463  -0.0146
N  0.5782  4.2586  -1.4276
C  4.4175  -4.0100  -2.1074
C  2.4738  -1.2094  2.2694
C  -6.1629  -1.3533  0.9930
C  -0.7130  6.4203  0.2602
C  -5.4094  -1.8581  3.2195
C  3.6381  -1.0937  4.7949
C  -6.4301  -1.7938  2.2792
C  3.2946  -2.3210  4.2417
C  -2.6373  2.9743  3.3861
C  1.2175  -3.3641  -5.8585
C  4.9601  -3.2960  -1.0491
C  3.0541  -3.9478  -2.3581
C  -4.8712  -0.9821  0.6429
C  2.7181  -2.3792  2.9835
C  2.2369  -3.1716  -1.5510
C  1.0428  -1.0942  -4.1605
C  -4.1213  -1.4843  2.8725
C  -0.2709  2.6015  3.2429
C  -0.5009  1.4551  2.4972
C  -3.8450  -1.0482  1.5790
C  -1.7995  1.0532  2.2009
C  1.9755  -1.1815  -5.1817
C  -0.7143  -4.3741  -4.6318
C  3.4145  0.0742  4.0834
C  -0.2051  6.6128  1.6779
C  -1.6916  -3.0602  -2.8807
C  -2.8683  1.8257  2.6407
C  2.1592  6.1217  -1.9003
C  4.1454  -2.5126  -0.2444
C  -0.6472  4.1700  -0.8960
C  0.2113  -3.3330  -4.8594
C  2.7785  -2.4496  -0.4921
C  2.0670  -2.3073  -6.0157
C  -1.6569  -4.2389  -3.6541
C  1.7640  4.9844  -0.9717
C  0.1289  -2.4448  0.9224
C  -0.8963  -1.8488  1.8843
C  0.1213  -2.1948  -4.0297
C  -1.3409  3.3623  3.6915
C  2.8357  0.0148  2.8229
C  -2.7441  -2.9127  -1.8183
H  -6.9565  -1.2966  0.2601
H  1.1750  -3.1309  -1.7660
H  -0.4226  -1.4090  2.7648
H  6.0226  -3.3436  -0.8508
H  0.0145  7.6643  1.8604
H  0.3476  0.8614  2.1741
H  3.6946  1.0298  4.5065
H  4.0886  -1.0519  5.7775
H  3.4822  -3.2344  4.7901
H  -7.4353  -2.0854  2.5528
H  5.0579  -4.6124  -2.7375
H  -0.6717  -5.2660  -5.2413
H  2.4759  -3.3448  2.5538
H  -1.1658  4.2462  4.2905
H  1.5983  5.3210  0.0483
H  2.5762  4.2559  -0.9201
H  -1.5827  7.0583  0.0903
H  -3.8871  1.5295  2.4211
H  2.4245  5.7368  -2.8852
H  -2.3842  -5.0170  -3.4685
H  -2.0264  4.7666  0.3578
H  0.6976  6.0318  1.8719
H  -3.6972  -3.3214  -2.1521
H  -5.6189  -2.1965  4.2255
H  -2.4632  -3.4541  -0.9103
H  0.0223  6.7141  -0.4823
H  3.0260  6.6499  -1.5039
H  2.6256  -4.4963  -3.1877
H  -1.5631  -2.6387  2.2372
H  -2.8932  -1.8654  -1.5556
H  2.8309  -2.3259  -6.7807
H  0.7164  3.6285  -2.2038
H  -3.4767  3.5564  3.7446
H  4.5814  -1.9550  0.5768
H  0.5539  -3.3595  1.3414
H  -0.9602  6.2966  2.3973
H  2.6765  0.9301  2.2624
H  -0.3374  -2.7279  -0.0268
H  -3.3347  -1.5241  3.6178
H  0.7446  2.8862  3.4900
H  1.3493  6.8387  -2.0341
H  -4.6727  -0.6313  -0.3637

Properties
Orbital gap (Eh): 0.2717
Multiplicity: 1
Largest force on an atom (eV Å⁻¹): 0.51
E_tot (eV): -323148.1313
Charge: +1

---

Entry from the OMol25 dataset: a structure of composition C41H42BeGeP2Si (ωB97M-V/def2-TZVPD).

Element x y z (Å)
Ge  16.5209  8.2299  12.5331
P  12.5957  11.0464  9.1329
P  17.3527  11.9479  10.5695
Si  14.3995  13.0373  11.0955
C  13.3592  9.6244  8.2720
C  18.2423  15.7204  11.9776
C  17.2642  12.0483  8.7972
C  13.0053  12.9810  7.0808
C  15.7014  9.9721  12.7140
C  15.9174  14.1233  11.4944
C  14.0607  15.0793  7.4181
C  21.6343  10.4198  11.3775
C  13.7013  7.2323  8.4569
C  19.0308  11.3544  10.8944
C  13.2602  8.4227  9.0117
C  8.3732  11.6036  7.0131
C  20.6945  10.4878  12.4166
C  10.1056  12.1924  8.6523
C  14.4547  8.3826  6.5598
C  10.9070  11.0716  8.3241
C  18.1340  8.0677  13.5906
C  12.9204  13.5587  12.0964
C  13.2992  14.2216  6.6270
C  17.2010  13.4076  6.7927
C  17.4963  13.2624  8.1282
C  18.4112  14.4786  11.3674
C  15.4104  6.7959  13.2311
C  15.8702  15.3534  12.1306
C  9.0738  10.4420  6.8062
C  14.4443  14.6832  8.7177
C  16.7607  10.9559  8.0277
C  17.1950  7.9467  10.6209
C  14.3124  7.2072  7.2517
C  16.5296  11.0747  6.6897
C  16.7805  12.3100  6.0792
C  8.9007  12.4641  8.0096
C  19.9955  11.2774  9.8837
C  14.0066  9.6161  7.0148
C  17.2509  13.6754  11.1619
C  19.4679  11.0263  12.1574
C  21.2670  10.7650  10.1046
C  14.0021  13.4598  9.2693
C  10.3895  10.2461  7.3697
C  17.0245  16.1164  12.4035
C  13.2345  12.6192  8.4020
Be  15.5043  11.1561  11.5111
H  18.5761  7.0504  13.3553
H  12.4813  14.5995  12.0012
H  21.8434  10.5559  9.2498
H  12.4888  12.2458  6.4469
H  20.9976  10.2368  13.4344
H  16.2160  10.2068  6.0996
H  8.6405  9.7634  6.0450
H  16.4995  7.7184  9.7679
H  17.8997  8.7868  10.3776
H  16.0030  6.3283  14.0283
H  19.3267  14.0567  10.9234
H  18.6862  11.2241  12.8543
H  13.9662  10.4867  6.3270
H  19.0245  16.4170  11.9599
H  13.1367  13.4193  13.1593
H  14.9396  15.7597  12.3498
H  14.7506  9.8525  13.3129
H  16.8745  17.0724  12.9061
H  18.8822  8.8453  13.2473
H  16.5852  12.4908  5.0272
H  14.3977  16.0331  7.0205
H  13.0443  14.4187  5.5852
H  15.0716  15.3544  9.3058
H  15.3231  6.0875  12.4122
H  8.2987  13.3553  8.3625
H  10.8516  9.3012  7.1579
H  19.6948  11.5458  8.8669
H  17.9789  8.2049  14.6838
H  17.1892  14.4264  6.4898
H  16.2676  10.5436  13.4945
H  7.4181  11.8655  6.4896
H  16.4679  10.0281  8.4504
H  22.6027  9.9972  11.7079
H  17.7497  14.1727  8.6575
H  12.7511  8.4577  9.9895
H  12.0879  12.9088  11.8410
H  14.6626  6.3259  6.7210
H  14.8721  8.4231  5.5709
H  13.5602  6.3319  9.0426
H  14.4719  7.1154  13.5401
H  17.8499  7.1112  10.6977
H  10.4824  12.8258  9.4886

Properties
Orbital gap (Eh): 0.2849
Multiplicity: 1
Largest force on an atom (eV Å⁻¹): 2.44
E_tot (eV): -126570.2149
Charge: 0

---

> Which of these has the lowest charge?

C41H41CsN8O3S2